A | A 12-piece molecular cluster, H24O12 overall, computed with the ωB97M-V functional and the def2-TZVPD basis.

Each line ends with the Löwdin charge.
CARTESIAN COORDINATES (ANGSTROEM)
H  28.46  15.74  29.96  0.02
H  30.37  11.02  28.36  0.04
H  27.00  9.76  27.45  0.05
O  27.21  10.29  28.22  -0.04
H  28.88  11.24  28.38  -0.02
H  26.83  13.10  29.11  -0.01
O  28.76  10.27  31.95  -0.05
O  29.25  15.23  30.15  -0.06
O  26.19  14.96  26.58  -0.05
O  24.56  15.24  31.03  -0.04
H  27.47  15.86  32.37  0.05
O  24.53  15.70  28.44  -0.09
H  26.42  10.82  28.37  0.01
H  25.25  15.59  31.60  0.01
H  24.46  12.43  28.12  0.08
H  27.94  10.75  32.05  -0.03
H  27.25  14.43  32.82  0.03
H  29.47  14.77  27.24  0.06
O  27.31  13.24  29.92  -0.04
H  26.08  15.34  25.70  0.07
H  25.22  15.30  27.91  -0.05
H  25.57  11.97  32.63  0.07
H  24.70  15.39  29.33  -0.05
O  26.79  15.26  32.69  -0.03
H  28.97  14.32  30.09  -0.01
O  28.72  14.20  27.08  -0.03
H  28.52  9.35  32.10  0.03
O  26.48  11.86  32.37  -0.03
H  26.72  12.90  30.60  0.00
H  28.87  13.44  27.63  0.01
O  25.40  12.58  28.08  -0.03
H  24.45  14.33  31.32  0.04
H  26.99  11.97  33.17  0.07
H  25.54  13.02  27.23  0.04
H  27.08  14.62  26.58  0.00
O  29.71  11.67  28.58  -0.05

Its spin multiplicity is 1. The calculation puts the orbital gap at 0.343 Ha. Its SMILES is O.O.O.O.O.O.O.O.O.O.O.O. The HOMO energy comes out at -9.59 eV.

=====

B | A 12-piece molecular cluster, H24O12 overall, computed with the ωB97M-V functional and the def2-TZVPD basis.

Each line ends with the Löwdin charge.
CARTESIAN COORDINATES (ANGSTROEM)
O  -3.25  -0.02  -0.37  -0.08
O  -0.49  -0.31  0.61  -0.08
H  -1.32  -0.95  -2.45  -0.01
H  0.97  -2.85  -0.44  0.06
H  -2.89  0.33  2.72  0.05
O  -2.29  -0.45  2.76  -0.05
H  1.81  -0.71  -3.55  0.04
H  1.98  -0.27  -2.13  -0.07
O  0.81  -0.63  3.34  -0.05
H  2.28  0.13  0.46  0.00
H  -2.53  2.18  0.51  0.02
H  2.58  -1.63  1.34  0.03
O  1.10  -2.51  -1.33  -0.03
H  -2.43  -0.54  -0.52  0.01
H  0.39  -0.03  2.71  -0.02
H  -0.50  1.41  -2.64  0.06
H  -0.90  0.53  0.32  0.01
O  -1.64  2.40  0.56  0.01
H  -1.51  2.61  1.46  0.04
H  -1.23  -2.20  -3.33  0.06
O  1.93  0.57  -0.35  -0.12
H  -3.55  0.14  -1.31  0.07
H  -1.79  -0.51  1.96  -0.05
H  0.73  -0.23  4.21  0.04
H  3.80  -1.05  0.63  0.10
O  1.44  2.25  1.50  -0.10
H  1.14  1.52  0.85  0.01
H  0.70  2.24  2.14  0.03
H  -1.08  1.93  -1.31  0.02
O  2.19  -0.02  -2.99  -0.05
H  0.27  -2.56  -1.74  -0.03
H  2.47  1.38  -0.54  0.11
O  3.15  -0.90  1.36  -0.01
H  0.21  -0.54  -0.04  0.04
O  -1.46  -1.88  -2.45  -0.02
O  -1.09  1.18  -1.92  -0.04

Its spin multiplicity is 1. The calculation puts the orbital gap at 0.393 Ha. Its SMILES is O.O.O.O.O.O.O.O.O.O.O.O. The HOMO energy comes out at -10.68 eV.

=====

C | A 12-piece molecular cluster, H24O12 overall, computed with the ωB97M-V functional and the def2-TZVPD basis.

Each line ends with the Löwdin charge.
CARTESIAN COORDINATES (ANGSTROEM)
H  -0.36  0.22  1.03  0.03
H  1.11  2.49  0.82  0.03
H  -3.67  -0.81  -3.20  -0.03
H  -3.88  2.70  -0.97  0.03
H  2.37  0.10  0.35  0.04
O  -3.05  2.60  -1.44  -0.07
O  -0.73  4.31  -0.30  -0.03
O  -1.60  -4.13  -0.53  -0.08
O  0.13  -0.18  0.34  -0.05
H  1.02  -2.58  -2.20  0.05
O  3.84  -2.38  -0.93  -0.02
H  -3.80  -0.43  4.32  0.01
H  3.18  -2.34  -1.61  0.01
O  -3.17  -0.12  3.69  -0.10
O  3.93  2.21  0.51  -0.11
O  -0.47  -2.77  1.71  -0.05
H  -1.38  -3.04  1.94  0.04
H  0.15  -1.36  -1.81  0.08
H  4.04  -3.26  -0.69  0.02
O  -3.57  -0.44  -2.40  0.00
H  -2.74  0.64  4.26  0.10
O  3.14  0.04  1.01  -0.11
H  -2.66  -0.24  -2.19  0.02
H  -2.28  2.71  -0.82  0.03
O  1.47  2.14  0.04  -0.02
H  1.31  2.64  -0.76  0.06
H  0.00  0.54  -0.32  0.05
H  3.78  1.58  -0.27  0.07
H  3.68  3.01  0.10  -0.01
H  0.16  4.55  -0.42  0.01
O  0.81  -2.03  -1.42  -0.08
H  -1.27  -3.27  -0.69  -0.03
H  3.74  -0.67  0.73  0.03
H  -0.65  3.75  0.50  0.05
H  -1.93  -4.17  0.44  0.07
H  -0.65  -1.99  1.20  -0.02

Its spin multiplicity is 1. The calculation puts the orbital gap at 0.333 Ha. Its SMILES is O.O.O.O.O.O.O.O.O.O.O.O. The HOMO energy comes out at -9.60 eV.

=====

List of relative energies, unit kcal/mol: A 0.0; B 14.0; C 88.0

=====

A | One molecule with the formula C4H6, computed with the ωB97M-V functional and the def2-TZVPD basis.

Each line ends with the Löwdin charge.
CARTESIAN COORDINATES (ANGSTROEM)
C  -0.12  -2.10  -0.06  -0.02
H  0.09  2.38  -0.89  0.07
C  -0.14  -0.80  -0.04  -0.16
H  -0.03  -2.58  -1.02  0.05
C  0.33  1.70  -0.04  -0.10
H  1.39  1.45  -0.16  0.07
H  -0.24  -2.70  0.83  0.06
H  0.23  2.31  0.87  0.07
H  -1.48  0.18  0.47  0.12
C  -0.52  0.44  0.01  -0.16

Its spin multiplicity is 1. The calculation puts the orbital gap at 0.362 Ha. Its SMILES is C=C=CC. The HOMO energy comes out at -8.86 eV.

=====

B | One molecule with the formula C4H6, computed with the ωB97M-V functional and the def2-TZVPD basis.

Each line ends with the Löwdin charge.
CARTESIAN COORDINATES (ANGSTROEM)
H  -0.76  1.58  2.88  0.02
H  -0.86  0.64  -1.17  0.11
C  -0.25  0.85  0.79  -0.17
H  -0.03  -1.66  0.20  0.07
C  0.02  0.39  -0.57  -0.27
C  0.32  -1.12  -0.69  -0.10
C  -0.51  1.23  1.90  0.10
H  0.85  0.97  -1.00  0.11
H  1.39  -1.31  -0.79  0.07
H  -0.18  -1.55  -1.56  0.07

Its spin multiplicity is 1. The calculation puts the orbital gap at 0.406 Ha. Its SMILES is C#CCC. The HOMO energy comes out at -9.91 eV.

=====

C | One molecule with the formula C4H6, computed with the ωB97M-V functional and the def2-TZVPD basis.

Each line ends with the Löwdin charge.
CARTESIAN COORDINATES (ANGSTROEM)
H  -0.29  -0.79  -2.03  0.09
C  0.86  -0.24  -0.10  -0.23
H  0.58  0.90  1.62  0.11
C  0.00  0.61  0.71  -0.21
C  -1.34  0.58  0.73  -0.01
C  0.56  -0.79  -1.25  -0.04
H  1.28  -1.38  -1.79  0.03
H  -1.94  -0.03  -0.02  0.08
H  -2.01  0.82  1.54  0.04
H  1.96  -0.48  0.17  0.13

Its spin multiplicity is 1. The calculation puts the orbital gap at 0.358 Ha. Its SMILES is C=CC=C. The HOMO energy comes out at -8.99 eV.

=====

List of relative energies, unit kcal/mol: A 15.2; B 0.0; C 10.8

=====

A | A 2-piece molecular cluster, C5H11N3 overall, computed with the ωB97M-V functional and the def2-TZVPD basis.

Each line ends with the Löwdin charge.
CARTESIAN COORDINATES (ANGSTROEM)
N  1.55  -0.65  -0.41  -0.05
C  -2.17  0.81  -0.65  -0.02
H  -1.32  1.14  -1.08  0.03
C  -0.65  0.05  1.26  0.04
H  -0.14  -0.82  1.58  0.05
H  3.03  -1.83  0.84  0.09
H  -2.73  1.69  -0.20  0.12
H  -0.74  0.86  1.96  0.08
H  1.21  2.72  0.22  0.01
N  -1.71  -0.15  0.38  -0.26
C  2.24  -1.64  0.03  -0.07
H  -0.78  -1.18  -1.22  0.12
C  1.62  1.85  -0.18  -0.03
H  -1.16  -1.94  0.31  0.06
H  -2.59  0.13  -1.27  0.04
H  2.06  -2.54  -0.41  0.01
C  1.42  0.56  0.05  -0.21
N  -1.45  -1.29  -0.40  -0.01
H  2.32  2.24  -0.81  0.00

Its spin multiplicity is 1. The calculation puts the orbital gap (spin up / spin down) at 0.269 / 0.263 Ha. The HOMO energy (spin up / spin down) comes out at -7.13 / -7.06 eV.

=====

B | One molecule with the formula C5H11N3, computed with the ωB97M-V functional and the def2-TZVPD basis.

Each line ends with the Löwdin charge.
CARTESIAN COORDINATES (ANGSTROEM)
C  -0.37  0.38  -0.02  -0.17
H  0.11  -2.21  -0.15  0.06
N  0.99  -1.70  -0.16  0.16
H  4.17  -0.07  -0.09  0.10
C  0.89  -0.44  -0.10  -0.30
C  -2.88  0.46  0.23  -0.11
N  2.33  1.57  -0.32  0.12
H  -1.59  -1.07  1.01  0.11
C  2.19  0.32  -0.13  -0.48
N  3.27  -0.46  0.09  0.11
C  -1.65  -0.44  0.12  -0.28
H  -3.78  -0.14  0.33  0.07
H  3.12  -1.45  0.01  0.07
H  1.47  2.10  -0.43  0.03
H  -1.77  -1.09  -0.75  0.11
H  -0.43  0.99  -0.93  0.13
H  -2.80  1.11  1.10  0.07
H  -2.97  1.09  -0.65  0.07
H  -0.28  1.06  0.83  0.13

Its spin multiplicity is 1. The calculation puts the orbital gap at 0.365 Ha. Its SMILES is [H]/N=C(N)\C(CCC)=N\[H]. The HOMO energy comes out at -9.06 eV.

=====

C | One molecule with the formula C5H11N3, computed with the ωB97M-V functional and the def2-TZVPD basis.

Each line ends with the Löwdin charge.
CARTESIAN COORDINATES (ANGSTROEM)
H  -3.13  0.41  1.69  0.04
N  -1.28  -0.40  -1.87  0.11
H  1.19  -2.03  -1.50  0.08
N  -0.07  1.24  1.23  -0.03
H  -1.15  -1.40  -1.70  0.04
C  1.07  -1.54  -0.53  -0.08
H  1.69  0.32  -1.43  0.14
H  -0.56  1.42  -1.48  0.11
C  0.92  -0.03  -0.72  -0.33
H  -0.30  2.20  1.06  0.11
H  0.21  -1.97  -0.04  0.07
H  1.62  0.05  1.31  0.11
C  -1.25  0.44  1.26  -0.32
H  1.95  -1.78  0.07  0.07
C  -0.43  0.35  -1.31  -0.26
H  -1.04  -0.61  1.50  0.13
N  -2.37  1.02  1.39  0.08
H  1.81  1.59  0.46  0.12
C  1.13  0.74  0.62  -0.19

Its spin multiplicity is 1. The calculation puts the orbital gap at 0.364 Ha. Its SMILES is [H]/N=C\[C@H](C)CN/C=N/[H]. The HOMO energy comes out at -9.01 eV.

=====

List of relative energies, unit kcal/mol: A 167.4; B 0.0; C 28.6

=====

A | C7H13NO3 as an isolated structure, computed with the ωB97M-V functional and the def2-TZVPD basis.

Each line ends with the Löwdin charge.
CARTESIAN COORDINATES (ANGSTROEM)
H  -2.29  0.66  2.91  -0.13
H  2.73  0.53  -0.34  0.15
C  -0.01  -1.72  -1.00  0.01
H  0.60  1.85  -1.22  0.18
H  0.19  0.95  2.81  0.21
N  -0.76  0.57  -0.10  -0.04
C  -1.52  0.43  0.98  -0.49
O  -2.39  -0.27  1.22  0.16
C  -1.00  -0.49  -1.09  -0.07
C  1.70  0.04  -0.11  -0.14
C  0.57  1.05  -0.29  -0.18
H  -1.39  -0.14  -1.89  0.07
H  0.74  1.76  0.82  0.16
H  0.07  -2.05  -1.97  0.10
O  1.64  -0.50  -2.42  0.01
H  0.02  -2.21  -0.27  0.01
H  2.37  -1.91  -1.33  0.20
H  1.73  -0.45  0.94  0.14
C  -1.02  1.45  2.21  -0.12
C  1.40  -1.06  -1.16  -0.38
H  -1.25  2.46  1.87  0.10
H  1.67  -1.18  -2.89  -0.04
O  -1.97  1.30  3.24  0.01
H  -1.81  -1.05  -0.92  0.08

Its spin multiplicity is 1. The calculation puts the orbital gap at 0.377 Ha. The HOMO energy comes out at -9.68 eV.

=====

B | A 3-piece molecular cluster, C7H13NO3 overall, computed with the ωB97M-V functional and the def2-TZVPD basis.

Each line ends with the Löwdin charge.
CARTESIAN COORDINATES (ANGSTROEM)
C  -0.18  -0.99  0.41  -0.60
N  0.20  -0.20  -1.00  -0.04
H  -2.14  -1.96  0.47  0.12
C  -1.54  -1.30  -0.24  -0.09
H  -0.61  -0.39  -1.63  0.10
C  -0.64  0.95  -0.66  -0.32
H  -2.62  0.22  -1.30  0.10
H  1.79  -1.13  -1.54  0.20
C  0.20  1.55  0.49  -0.15
C  -2.10  0.28  -0.32  -0.04
O  2.35  0.80  -0.25  -0.10
H  0.37  -1.44  2.41  0.39
H  -0.67  1.60  -1.66  0.18
O  2.13  -1.67  -0.61  -0.11
O  -0.54  -0.43  1.49  -0.07
H  1.81  0.75  1.56  0.12
H  0.51  2.54  -0.01  0.12
C  1.33  0.68  0.62  -0.46
H  1.84  1.96  -0.90  0.31
C  1.26  -1.08  0.43  -0.23
H  1.96  -1.44  1.46  0.20
H  -2.68  0.41  0.61  0.11
H  -0.43  2.00  1.38  0.17
H  -1.60  -1.72  -1.21  0.09

Its spin multiplicity is 1. The calculation puts the orbital gap at 0.253 Ha. The HOMO energy comes out at -8.36 eV.

=====

List of relative energies, unit kcal/mol: A 0.0; B 140.0

=====

A | C2H4N as an isolated structure, computed with the ωB97M-V functional and the def2-TZVPD basis.

Each line ends with the Löwdin charge.
CARTESIAN COORDINATES (ANGSTROEM)
H  -1.29  0.11  1.10  0.15
N  -0.31  -0.10  1.22  0.34
H  0.69  0.38  -2.76  0.08
H  0.40  0.55  1.43  0.12
C  0.44  0.09  -1.74  0.11
H  0.09  -0.99  1.41  0.12
C  -0.03  -0.04  -0.66  0.08

As for the net charge: +1. Its spin multiplicity is 1. The calculation puts the orbital gap at 0.363 Ha. The HOMO energy comes out at -16.82 eV.

=====

B | A 2-piece molecular cluster, C2H4N overall, computed with the ωB97M-V functional and the def2-TZVPD basis.

Each line ends with the Löwdin charge.
CARTESIAN COORDINATES (ANGSTROEM)
H  -1.66  1.85  -2.29  0.09
H  0.83  -1.48  -0.06  0.12
N  -0.51  0.67  -0.89  0.13
C  0.58  -0.71  0.73  0.47
C  -0.97  1.34  -1.68  0.09
H  0.98  0.15  1.04  0.01
H  -0.29  -1.02  1.31  0.09

As for the net charge: +1. Its spin multiplicity is 1. The calculation puts the orbital gap at 0.390 Ha. The HOMO energy comes out at -18.46 eV.

=====

C | An isolated ion of composition C2H4N and charge +1, computed with the ωB97M-V functional and the def2-TZVPD basis.

Each line ends with the Löwdin charge.
CARTESIAN COORDINATES (ANGSTROEM)
N  -0.44  -0.30  -0.45  0.05
C  0.47  0.28  0.37  -0.02
H  1.40  0.09  -0.05  0.09
H  -2.04  -1.68  -1.36  0.17
C  -1.44  -0.83  -0.92  0.37
H  0.33  1.33  0.43  0.13
H  0.35  -0.42  1.33  0.20

As for the net charge: +1. Its spin multiplicity is 1. The calculation puts the orbital gap at 0.453 Ha. Its SMILES is C#[N+]C. The HOMO energy comes out at -18.38 eV.

=====

List of relative energies, unit kcal/mol: A 59.8; B 33.2; C 0.0

=====

A | A 2-piece molecular cluster, C4H11NO overall, computed with the ωB97M-V functional and the def2-TZVPD basis.

Each line ends with the Löwdin charge.
CARTESIAN COORDINATES (ANGSTROEM)
O  -0.41  -0.79  2.59  -0.11
C  -1.40  -1.75  2.04  -0.28
H  2.54  0.13  -1.39  0.18
N  -2.43  -2.11  3.05  0.01
H  -1.05  -0.40  3.22  0.07
C  2.49  0.66  -2.44  0.19
H  0.90  1.97  -0.60  0.13
H  -1.82  -1.24  1.22  0.09
H  -3.33  -1.89  2.68  0.05
C  0.79  2.15  -1.71  -0.04
C  1.88  1.81  -2.65  -0.07
H  1.99  2.37  -3.65  0.19
H  -0.90  -2.64  1.86  0.08
H  0.52  3.20  -1.85  0.10
H  -2.47  -3.17  3.06  0.10
H  2.85  0.20  -3.37  0.13
H  -0.15  1.53  -2.07  0.18

As for the net charge: +1. As for the expectation value of S²: 0.75. Its spin multiplicity is 2. The calculation puts the orbital gap (spin up / spin down) at 0.267 / 0.120 Ha. The HOMO energy (spin up / spin down) comes out at -12.56 / -12.56 eV.

=====

B | A 2-piece molecular cluster, C4H11NO overall, computed with the ωB97M-V functional and the def2-TZVPD basis.

Each line ends with the Löwdin charge.
CARTESIAN COORDINATES (ANGSTROEM)
C  -0.36  2.79  -1.70  -0.18
H  -1.24  2.28  -1.30  0.03
H  1.37  3.69  -0.80  0.04
H  -1.94  -2.16  -0.13  0.18
H  1.95  -1.37  0.49  0.11
C  -0.08  -1.56  0.56  -0.41
H  -0.71  -3.54  0.47  0.13
H  -1.63  -2.20  1.74  0.18
H  0.75  2.18  0.15  0.05
O  -0.24  -0.37  0.20  0.34
C  -1.14  -2.54  0.71  0.04
H  0.05  3.66  0.30  0.07
C  0.58  3.09  -0.49  -0.17
H  -0.90  3.79  -1.91  0.10
H  0.00  2.13  -2.58  0.09
N  1.24  -1.91  0.89  0.25
H  1.56  -2.77  1.35  0.16

As for the net charge: +1. As for the expectation value of S²: 0.76. Its spin multiplicity is 2. The calculation puts the orbital gap (spin up / spin down) at 0.343 / 0.172 Ha. The HOMO energy (spin up / spin down) comes out at -14.20 / -14.13 eV.

=====

C | A 3-piece molecular cluster, C4H11NO overall, computed with the ωB97M-V functional and the def2-TZVPD basis.

Each line ends with the Löwdin charge.
CARTESIAN COORDINATES (ANGSTROEM)
O  -2.49  -1.14  0.51  -0.14
H  0.01  1.40  -0.57  0.14
H  3.17  -0.47  0.93  0.10
C  -2.03  1.08  -0.42  0.28
C  2.56  0.23  0.33  -0.17
H  -2.27  0.20  0.36  0.03
H  -0.09  -1.45  -0.49  0.06
C  0.67  -1.12  0.25  -0.18
H  2.05  0.91  1.04  0.09
H  -3.33  -1.48  0.83  0.04
H  0.09  -0.38  0.83  0.06
H  0.85  -1.98  0.89  0.10
N  1.70  -0.48  -0.60  -0.03
H  -0.66  0.78  -2.13  0.16
H  3.23  0.87  -0.26  0.08
C  -0.87  1.00  -1.08  0.21
H  -2.59  2.03  -0.42  0.17

As for the net charge: +1. As for the expectation value of S²: 0.76. Its spin multiplicity is 2. The calculation puts the orbital gap (spin up / spin down) at 0.182 / 0.203 Ha. The HOMO energy (spin up / spin down) comes out at -13.50 / -14.05 eV.

=====

List of relative energies, unit kcal/mol: A 22.9; B 0.0; C 154.4